[1]
This record from OMol25 describes C5H4S in the gas phase at a distorted geometry. The level of theory is wB97M-V/def2-TZVPD.

Last columns: bonded neighbours and bond lengths (Å).
Geometry (Å):
1 C -0.21185 0.87911 -1.43442  C2 1.212, C5 1.434
2 C -0.56100 0.60037 -2.56136  C1 1.212
3 C -0.47042 -0.54237 0.69377  C4 1.490, C5 1.617, H7 1.092, H8 1.090
4 C 0.97654 -0.89404 0.63950  C3 1.490, S6 1.714, H9 1.064
5 C -0.18455 0.88967 -0.00087  C1 1.434, C3 1.617, S6 1.892, H10 1.009
6 S 1.63886 0.67581 0.45468  C4 1.714, C5 1.892
7 H -0.94312 -1.10734 -0.11177  C3 1.092
8 H -1.13256 -0.42747 1.55178  C3 1.090
9 H 1.42866 -1.81827 0.36893  C4 1.064
10 H -0.54056 1.74453 0.39977  C5 1.009

The calculation puts the relative energy (zero: lowest compared OMol25 entry of this formula, charge and spin) at 136.8 kcal per mole. The HOMO-LUMO gap (spin up / spin down) comes out at 5.666 / 5.672 eV. The calculation puts the highest occupied orbital energy (spin up / spin down) at -8.16 / -8.16 eV. The molecular weight is 96.15 g mol⁻¹. The value obtained for the calculated total energy is -590.8334 hartree. As for the total charge: 0.

---

[2]
This record from OMol25 describes 2 unconnected molecules or ions with the total composition CH4IN2S at a distorted geometry. The level of theory is wB97M-V/def2-TZVPD.

Last columns: bonded neighbours and bond lengths (Å).
Geometry (Å):
1 C 0.60972 1.05787 -0.42584  N2 1.318, N3 1.165
2 N 0.73753 2.30041 -0.84682  C1 1.318, H6 1.006, H7 1.011
3 N 0.42507 -0.05038 -0.11613  C1 1.165, H9 1.126
4 S -0.30884 -2.85574 1.02494  I5 2.439, H8 1.260
5 I -2.17799 -1.65331 2.03063  S4 2.439
6 H 0.03348 2.98389 -0.62559  N2 1.006
7 H 1.54837 2.61894 -1.35917  N2 1.011
8 H -1.07887 -3.28947 0.12687  S4 1.260
9 H 0.21154 -1.11221 0.19111  N3 1.126

The calculation puts the relative energy (zero: lowest compared OMol25 entry of this formula, charge and spin) at 28.3 kcal per mole. The HOMO-LUMO gap comes out at 8.475 eV. The calculation puts the highest occupied orbital energy at -13.26 eV. The molecular weight is 203.03 g mol⁻¹. The value obtained for the calculated total energy is -845.6012 hartree. As for the total charge: +1.

---

What did the first record say?
This record from OMol25 describes C5H4S in the gas phase at a distorted geometry. The level of theory is wB97M-V/def2-TZVPD.

Last columns: bonded neighbours and bond lengths (Å).
Geometry (Å):
1 C -0.21185 0.87911 -1.43442  C2 1.212, C5 1.434
2 C -0.56100 0.60037 -2.56136  C1 1.212
3 C -0.47042 -0.54237 0.69377  C4 1.490, C5 1.617, H7 1.092, H8 1.090
4 C 0.97654 -0.89404 0.63950  C3 1.490, S6 1.714, H9 1.064
5 C -0.18455 0.88967 -0.00087  C1 1.434, C3 1.617, S6 1.892, H10 1.009
6 S 1.63886 0.67581 0.45468  C4 1.714, C5 1.892
7 H -0.94312 -1.10734 -0.11177  C3 1.092
8 H -1.13256 -0.42747 1.55178  C3 1.090
9 H 1.42866 -1.81827 0.36893  C4 1.064
10 H -0.54056 1.74453 0.39977  C5 1.009

The calculation puts the relative energy (zero: lowest compared OMol25 entry of this formula, charge and spin) at 136.8 kcal per mole. The HOMO-LUMO gap (spin up / spin down) comes out at 5.666 / 5.672 eV. The calculation puts the highest occupied orbital energy (spin up / spin down) at -8.16 / -8.16 eV. The molecular weight is 96.15 g mol⁻¹. The value obtained for the calculated total energy is -590.8334 hartree. As for the total charge: 0.

---

- Number 1 is which compound?
  C5H4S

---

- What is the relative energy (zero: lowest compared OMol25 entry of this formula, charge and spin) in the first record?
  136.8 kcal per mole

---

- The lowest calculated total energy belongs to which entry?
  CH4IN2S